Record 1
ORCA calculation (wB97M-V/def2-TZVPD) on 3 unconnected molecules or ions with the total composition C16H46BFN7O3P3.

```
77
Properties=species:S:1:pos:R:3:mulliken_charge:R:1
C 0.397 -1.169 -3.664 -0.76
N 0.366 -1.365 -2.226 0.08
C -0.479 -2.512 -1.880 -1.06
P 0.590 -0.220 -0.967 0.94
O 1.435 -1.244 -0.170 -0.82
N 1.971 0.743 -1.345 0.32
C 2.470 1.013 -2.685 -1.25
C 3.116 0.685 -0.429 -0.95
N -0.381 0.958 -1.882 -0.12
C -0.347 2.311 -1.270 -0.95
C -1.821 0.621 -1.939 -1.12
H -0.429 -0.559 -4.039 0.27
H 0.351 -2.124 -4.203 0.39
H 1.331 -0.731 -4.007 0.18
H -1.537 -2.238 -1.846 0.29
H -0.216 -2.919 -0.899 0.28
H -0.366 -3.341 -2.587 0.38
H 3.029 0.161 -3.086 0.29
H 3.145 1.878 -2.682 0.43
H 1.675 1.291 -3.378 0.40
H 3.716 -0.217 -0.598 0.18
H 2.784 0.700 0.614 0.31
H 3.772 1.555 -0.549 0.33
H -0.707 2.283 -0.235 0.24
H -0.965 3.012 -1.840 0.44
H 0.654 2.751 -1.263 0.30
H -2.224 0.438 -0.935 0.35
H -2.021 -0.257 -2.550 0.26
H -2.400 1.427 -2.404 0.43
C -4.477 0.706 4.316 -0.78
N -4.101 1.253 3.025 0.08
C -2.645 1.232 2.859 -0.77
P -4.929 2.395 2.045 0.84
O -4.579 1.577 0.778 -0.74
N -6.593 1.945 1.972 0.21
C -7.309 1.191 2.989 -1.25
C -7.149 1.594 0.660 -1.00
N -5.331 3.335 3.502 -0.14
C -6.286 4.435 3.215 -1.05
C -4.164 4.016 4.107 -1.08
H -4.464 1.443 5.123 0.30
H -3.803 -0.105 4.622 0.38
H -5.454 0.229 4.301 0.19
H -2.171 2.092 3.340 0.25
H -2.364 1.253 1.802 -0.02
H -2.193 0.322 3.270 0.42
H -7.080 0.122 2.933 0.31
H -8.393 1.302 2.866 0.42
H -7.110 1.558 3.997 0.38
H -6.874 0.573 0.372 0.30
H -6.797 2.287 -0.111 0.30
H -8.243 1.666 0.654 0.31
H -5.885 5.115 2.454 0.37
H -6.503 5.009 4.122 0.39
H -7.257 4.076 2.863 0.30
H -3.624 4.612 3.361 0.37
H -3.461 3.319 4.558 0.28
H -4.470 4.678 4.926 0.39
C 10.187 -5.314 -0.666 -0.32
C 9.808 -4.047 -1.206 -0.37
P 8.874 -2.420 -1.731 0.36
F 8.024 -0.910 -2.093 -0.45
B 7.348 -3.503 -2.289 0.50
O 7.439 -4.003 -3.707 -0.55
N 6.211 -3.826 -1.339 -0.02
C 5.067 -4.556 -2.008 -0.73
C 5.760 -2.634 -0.526 -0.90
H 10.323 -6.261 0.047 0.30
H 8.931 -1.965 -0.338 0.06
H 9.971 -2.114 -2.617 0.10
H 7.629 -3.244 -4.332 0.32
H 5.310 -5.718 -1.897 0.24
H 4.904 -4.272 -3.145 0.24
H 4.083 -4.385 -1.372 0.30
H 6.594 -2.281 0.248 0.22
H 5.472 -1.690 -1.160 0.27
H 4.861 -3.016 0.154 0.40
```

The LUMO energy is -1.2 eV. The HOMO energy comes out at -7.963 eV. The calculation puts the frontier orbital gap at 6.72 eV. The charge is 0. Its SMILES is CN(C)P(=O)(N(C)C)N(C)C.CN(C)P(=O)(N(C)C)N(C)C.C#C[PH2](F)B(O)N(C)C.

Record 2
ORCA calculation (wB97M-V/def2-TZVPD) on a gas-phase ion, C6H9ClNO (charge +1).

```
18
Properties=species:S:1:pos:R:3:nbo_charge:R:1
O 2.584 -0.570 -0.232 -0.48
C 2.022 0.454 -0.022 0.48
Cl 2.616 1.990 0.215 0.12
C 0.422 0.374 0.143 0.08
C -0.606 1.382 -0.398 -0.44
C -1.050 0.206 -1.299 -0.25
N -0.145 -0.757 -0.608 -0.38
C -0.488 -1.480 0.708 -0.19
C -0.036 -0.238 1.529 -0.42
H -0.043 2.313 -0.789 0.27
H -1.407 1.641 0.327 0.25
H -2.162 -0.038 -1.413 0.26
H -0.878 0.302 -2.413 0.26
H 0.414 -1.349 -1.206 0.45
H 0.232 -2.312 0.595 0.24
H -1.521 -1.838 0.733 0.24
H -0.849 0.308 2.090 0.26
H 0.894 -0.388 2.041 0.25
```

The LUMO energy is -3.5 eV. The HOMO energy comes out at -15.100 eV. The calculation puts the frontier orbital gap at 11.56 eV. The charge is +1. The energy relative to the best compared isomer or geometry (same formula, charge and spin) is 26.9 kcal/mol. Its SMILES is O=C(Cl)[C@]12CC[N@H+]1CC2.

Record 3
ORCA calculation (wB97M-V/def2-TZVPD) on a molecular structure, C27H35BrF4N4O5Ta.

```
77
Properties=species:S:1:pos:R:3:mulliken_charge:R:1
Ta 0.490 0.054 0.142 1.98
C 1.773 -4.447 3.255 -1.13
N 1.333 -3.076 2.950 0.05
C 0.967 -2.272 4.124 -1.10
C 1.262 -2.604 1.742 1.07
O 0.949 -1.379 1.528 -0.74
C 1.551 -3.486 0.536 -1.57
O 1.103 -2.857 -0.638 -0.11
C -0.106 -3.317 -1.192 -1.41
C -1.256 -2.381 -0.840 1.21
O -0.972 -1.290 -0.209 -0.97
N -2.478 -2.656 -1.172 -0.01
C -3.602 -1.761 -0.860 -0.84
C -2.863 -3.856 -1.929 -0.97
H 0.909 -5.068 3.490 0.36
H 2.338 -4.880 2.437 0.49
H 2.421 -4.403 4.128 0.41
H 0.450 -2.922 4.828 0.52
H 1.866 -1.883 4.603 0.33
H 0.306 -1.462 3.834 0.36
H 2.632 -3.626 0.446 0.52
H 1.096 -4.470 0.673 0.61
H 0.011 -3.343 -2.278 0.52
H -0.340 -4.331 -0.858 0.52
H -3.240 -0.822 -0.461 0.12
H -4.165 -1.584 -1.775 0.39
H -4.248 -2.253 -0.134 0.37
H -2.078 -4.604 -1.937 0.39
H -3.750 -4.282 -1.465 0.36
H -3.101 -3.568 -2.952 0.37
C 3.879 2.992 1.361 -1.46
C 2.775 2.253 0.625 -0.73
N 2.348 0.909 1.205 0.65
C 3.566 0.033 1.357 -0.61
C 4.343 -0.253 0.088 -1.36
C 1.813 1.129 2.588 -0.76
C 0.473 1.834 2.546 -1.13
N -0.356 1.312 1.426 0.67
C -1.560 2.030 1.214 0.51
C -2.187 1.862 -0.014 0.36
F -1.544 1.005 -0.881 -0.37
C -3.350 2.486 -0.397 0.04
F -3.853 2.234 -1.598 -0.26
C -3.964 3.357 0.482 -0.42
C -3.374 3.552 1.714 0.04
F -3.929 4.367 2.589 -0.25
C -2.198 2.906 2.093 0.22
F -1.738 3.137 3.322 -0.29
H 4.035 3.932 0.831 0.48
H 4.831 2.463 1.351 0.32
H 3.630 3.255 2.387 0.34
H 3.095 2.064 -0.397 0.35
H 1.881 2.870 0.566 0.50
H 3.237 -0.895 1.822 0.15
H 4.212 0.521 2.089 0.75
H 3.755 -0.796 -0.652 0.17
H 5.201 -0.870 0.352 0.54
H 4.739 0.651 -0.372 0.30
H 2.530 1.707 3.166 0.76
H 1.725 0.159 3.065 -0.03
H 0.597 2.910 2.416 0.58
H -0.042 1.678 3.492 0.67
H -4.878 3.871 0.219 0.56
Br 4.344 2.769 -6.980 -0.04
C 3.481 2.169 -5.446 0.07
C 3.616 0.829 -5.061 -0.76
C 2.978 0.384 -3.931 -0.31
C 2.199 1.277 -3.168 0.51
C 2.069 2.622 -3.566 -0.37
C 2.706 3.064 -4.698 -0.73
C 1.552 0.827 -1.995 0.64
O 0.844 1.566 -1.205 -0.56
O 1.604 -0.399 -1.539 -0.84
H 4.220 0.160 -5.658 0.47
H 3.071 -0.649 -3.621 0.52
H 1.463 3.300 -2.980 0.55
H 2.616 4.091 -5.022 0.48
```

The LUMO energy is -9.9 eV. The HOMO energy comes out at -16.136 eV. The calculation puts the frontier orbital gap at 6.27 eV. The charge is +3. The energy relative to the best compared isomer or geometry (same formula, charge and spin) is 0.0 kcal/mol.

Record 4
ORCA calculation (wB97M-V/def2-TZVPD) on 2 unconnected molecules or ions with the total composition C4H9O.

```
14
Properties=species:S:1:pos:R:3:nbo_charge:R:1
C -2.704 1.397 -0.150 -0.32
O -1.575 1.206 0.526 -0.28
H -2.782 0.972 -1.158 0.16
H -3.608 1.061 0.392 0.23
H -3.025 2.456 -0.223 0.22
C 1.034 -0.286 0.806 -0.66
C 1.343 -0.828 -0.569 -0.17
C 2.283 -1.760 -0.710 -0.41
H 0.023 0.106 0.882 0.24
H 1.236 -1.025 1.582 0.20
H 1.708 0.553 1.010 0.21
H 1.089 -0.186 -1.406 0.19
H 2.643 -2.020 -1.697 0.19
H 2.741 -2.161 0.185 0.19
```

The LUMO energy (alpha / beta) is 0.9 / -1.8 eV. The HOMO energy (alpha / beta) comes out at -9.258 / -9.256 eV. The calculation puts the frontier orbital gap (alpha / beta) at 10.17 / 7.47 eV. The multiplicity is 2. The charge is 0. The energy relative to the best compared isomer or geometry (same formula, charge and spin) is 29.0 kcal/mol.

Record 5
ORCA calculation (wB97M-V/def2-TZVPD) on 2 unconnected molecules or ions with the total composition C8H18NOS.

```
29
Properties=species:S:1:pos:R:3:nbo_charge:R:1
C 0.232 -2.197 -0.257 -0.77
C -3.176 0.437 1.382 -0.49
C -2.436 1.630 0.830 -0.50
C -2.911 0.686 -0.062 0.55
C -3.104 0.140 -1.338 -0.77
C 2.328 -0.052 1.555 -0.41
C 3.472 -0.159 -0.685 -0.43
C 1.332 0.999 -0.528 0.09
N 2.190 0.033 0.064 -0.48
O -0.014 0.407 -0.778 -0.75
S -0.059 -0.991 -1.558 0.61
H 0.226 -3.197 -0.675 0.25
H 1.154 -1.978 0.194 0.25
H -2.563 -0.394 1.678 0.27
H -4.141 0.275 1.770 0.28
H -2.902 2.599 0.737 0.30
H -1.325 1.759 1.047 0.31
H -2.945 0.931 -1.993 0.27
H -4.022 -0.357 -1.562 0.29
H -2.201 -0.556 -1.556 0.34
H 1.293 -0.102 2.001 0.20
H 2.933 -0.870 1.630 0.21
H 2.935 0.808 1.876 0.20
H 3.261 -0.549 -1.670 0.21
H 4.079 0.693 -0.979 0.20
H 4.017 -0.919 -0.010 0.21
H 1.881 1.156 -1.504 0.20
H 1.087 1.923 0.047 0.18
H -0.619 -2.156 0.343 0.21
```

The LUMO energy is -5.5 eV. The HOMO energy comes out at -11.915 eV. The calculation puts the frontier orbital gap at 6.40 eV. The charge is +1. The energy relative to the best compared isomer or geometry (same formula, charge and spin) is 125.7 kcal/mol.

Record 6
ORCA calculation (wB97M-V/def2-TZVPD) on a molecular structure, C11H19Br4Cl3F8MgN3O5S.

```
55
Properties=species:S:1:pos:R:3:nbo_charge:R:1
N 0.224 -2.140 -0.687 -0.86
C 0.651 -1.036 -0.037 0.74
N 2.112 -0.796 -0.119 -0.59
C 2.204 0.690 -0.408 -0.28
C 1.754 1.401 0.977 -0.22
Cl 1.800 3.249 0.669 0.00
C 0.318 0.900 1.474 -0.18
Br -0.810 2.552 1.632 0.31
N -0.311 -0.157 0.628 -0.65
S -1.527 -1.059 1.477 2.06
O -2.072 -0.327 2.683 -0.83
O -1.016 -2.378 2.014 -0.83
C -2.974 -1.446 0.369 0.45
F -3.413 -2.738 0.743 -0.27
F -2.667 -1.525 -0.988 -0.28
C -4.244 -0.489 0.535 0.57
F -4.865 -0.637 1.793 -0.28
F -5.209 -0.955 -0.394 -0.28
C -3.994 1.051 0.183 0.92
F -4.016 1.768 1.372 -0.29
F -5.105 1.507 -0.556 -0.30
F -2.882 1.291 -0.617 -0.31
H -0.038 -3.017 -0.224 0.48
H 0.223 -2.155 -1.741 0.49
H 2.500 -0.867 0.847 0.39
H 1.370 0.931 -1.154 0.26
H 3.237 1.013 -0.759 0.19
H 2.604 1.169 1.718 0.23
H 0.445 0.542 2.557 0.28
C -1.826 -1.986 -3.845 -0.26
O -0.780 -2.589 -3.284 -0.61
H -2.730 -1.861 -3.219 0.17
H -1.675 -0.955 -4.216 0.13
H -2.260 -2.474 -4.741 0.22
Mg 4.350 2.858 0.447 1.04
C -2.201 -2.640 5.938 -0.26
O -0.888 -2.543 5.401 -0.73
H -2.177 -3.292 6.811 0.19
H -2.551 -1.649 6.235 0.19
H -2.874 -3.066 5.188 0.15
H -0.938 -1.964 4.633 0.45
O -3.790 0.226 6.011 -0.93
H -3.781 0.077 5.058 0.47
H -4.548 -0.285 6.320 0.47
C 3.868 0.827 -4.397 -0.50
Br 3.159 -0.925 -3.960 0.11
Br 4.026 1.086 -6.308 0.14
Br 2.839 2.246 -3.562 0.04
H 4.869 0.875 -3.985 0.22
C 7.223 3.505 -5.612 -0.39
Cl 5.958 4.461 -6.389 0.00
Cl 6.543 2.410 -4.397 -0.07
H 7.737 2.916 -6.369 0.24
H 7.927 4.178 -5.126 0.23
F 0.221 4.220 3.382 -0.64
```

The LUMO energy is -8.4 eV. The HOMO energy comes out at -10.271 eV. The calculation puts the frontier orbital gap at 1.85 eV. The charge is +1.